Record 1
{
  "formula": "C9H19O5S",
  "method": "ωB97M-V with the def2-TZVPD basis set",
  "total_energy_ev": -30711.7232,
  "total_charge": -1,
  "homo_lumo_gap_ev": 4.1995,
  "relative_energy_kj_mol": 162.4,
  "species": ["S", "O", "O", "O", "O", "O", "C", "C", "C", "C", "C", "C", "C", "C", "C", "H", "H", "H", "H", "H", "H", "H", "H", "H", "H", "H", "H", "H", "H", "H", "H", "H", "H", "H"],
  "coordinates": [[-0.513, 0.368, 0.798], [0.146, 1.751, 0.406], [-1.818, 0.339, 0.223], [2.289, 3.434, 5.029], [0.289, -1.621, -2.348], [-0.482, 0.121, 2.184], [1.227, 3.903, 4.358], [-1.544, -3.121, -2.749], [0.376, 0.792, -1.841], [-0.803, -4.165, -1.921], [0.987, 1.667, -0.771], [0.500, -0.890, 0.022], [0.780, -0.620, -1.484], [-1.125, -1.696, -2.451], [0.196, 2.803, 4.001], [-0.485, -3.801, -0.956], [-2.607, -3.217, -2.560], [1.462, 4.408, 3.370], [-1.389, -3.354, -3.796], [-0.200, 2.326, 4.901], [1.174, 2.674, -1.104], [-1.623, -1.378, -1.540], [-1.392, -5.060, -1.792], [1.433, -0.873, 0.563], [0.084, -4.471, -2.456], [0.651, 2.036, 3.377], [-0.694, 0.920, -1.882], [-0.013, -1.822, 0.180], [-1.485, -1.061, -3.256], [1.931, 1.241, -0.452], [0.821, 1.074, -2.784], [0.632, 4.705, 4.888], [1.855, -0.642, -1.601], [-0.657, 3.230, 3.442]],
  "nbo_charge": [2.397, -0.675, -0.973, -0.957, -0.535, -0.900, -0.001, -0.412, -0.488, -0.600, -0.069, -0.729, 0.119, -0.082, -0.635, 0.201, 0.204, 0.038, 0.194, 0.178, 0.216, 0.195, 0.203, 0.253, 0.207, 0.182, 0.246, 0.264, 0.170, 0.178, 0.221, 0.046, 0.190, 0.151]
}

Record 2
{
  "formula": "C34H61N3O31S9Si",
  "method": "ωB97M-V with the def2-TZVPD basis set",
  "total_energy_ev": -209570.9767,
  "homo_lumo_gap_ev": 7.1049,
  "relative_energy_kj_mol": 791.6,
  "species": ["S", "S", "S", "S", "S", "S", "S", "S", "S", "Si", "O", "O", "O", "O", "O", "O", "O", "O", "O", "O", "O", "O", "O", "O", "O", "O", "O", "O", "O", "O", "O", "O", "O", "O", "O", "O", "O", "O", "O", "O", "O", "N", "N", "N", "C", "C", "C", "C", "C", "C", "C", "C", "C", "C", "C", "C", "C", "C", "C", "C", "C", "C", "C", "C", "C", "C", "C", "C", "C", "C", "C", "C", "C", "C", "C", "C", "C", "C", "H", "H", "H", "H", "H", "H", "H", "H", "H", "H", "H", "H", "H", "H", "H", "H", "H", "H", "H", "H", "H", "H", "H", "H", "H", "H", "H", "H", "H", "H", "H", "H", "H", "H", "H", "H", "H", "H", "H", "H", "H", "H", "H", "H", "H", "H", "H", "H", "H", "H", "H", "H", "H", "H", "H", "H", "H", "H", "H", "H", "H"],
  "coordinates": [[-8.765, -7.813, -2.861], [-7.356, -8.474, -6.304], [-10.014, 6.731, 3.292], [-0.541, 11.110, 2.886], [6.413, -0.617, 2.830], [-3.506, 6.075, 3.920], [2.495, 5.033, 3.605], [-2.521, -5.269, -3.856], [8.513, 4.408, -2.008], [1.264, -3.376, -1.112], [9.709, 0.139, -1.208], [-10.398, 7.666, 4.299], [-10.910, 5.758, 2.760], [7.724, -0.094, 2.612], [-0.078, 10.185, 1.903], [5.686, -1.326, 1.825], [-0.304, 10.452, 4.349], [-1.978, 6.154, 3.393], [1.408, -1.739, -1.691], [6.443, -1.522, 4.173], [-10.048, -7.214, -2.689], [-8.363, -9.646, -6.798], [-6.119, -9.080, -5.925], [-1.898, -5.204, -5.137], [-3.757, 7.221, 4.741], [-7.781, -7.291, -3.757], [-8.079, -8.001, -1.396], [-3.628, -4.091, -3.756], [-8.971, -9.385, -3.197], [-1.778, -5.286, -2.635], [1.245, 0.832, 1.968], [-3.543, -6.525, -3.848], [5.481, 0.578, 3.397], [-9.359, 7.553, 2.058], [-0.121, 12.472, 2.925], [-8.072, -7.582, -5.444], [-2.161, 11.074, 2.896], [-3.330, 4.789, 4.888], [-4.343, 5.709, 2.823], [-8.667, 5.980, 3.787], [-7.149, -7.753, -7.747], [1.764, 3.526, 3.266], [3.746, 5.171, 2.449], [8.316, -1.751, -0.646], [-7.937, 7.527, 2.183], [-4.832, -6.074, -3.423], [6.296, 0.546, -0.825], [7.571, -1.557, -1.922], [3.662, 3.976, 1.686], [1.503, -0.803, -0.573], [4.549, 3.470, 0.500], [-8.173, -9.368, -0.996], [-1.552, 10.355, 5.038], [2.291, 1.638, 1.433], [5.305, 1.720, -1.383], [-4.934, -4.645, -3.927], [-8.770, -9.393, -8.143], [-2.601, 10.214, 3.949], [3.140, 1.147, 0.282], [-0.412, -3.759, -0.279], [1.359, -4.477, -2.705], [5.974, -0.739, 5.272], [-7.619, -8.624, -8.774], [7.184, 3.846, 0.524], [-2.044, 4.202, 4.677], [4.949, 0.208, 4.670], [8.387, 4.702, -0.157], [6.152, -0.797, -1.681], [-8.189, -10.165, -2.291], [-1.151, 5.346, 4.232], [2.516, 3.021, 2.147], [10.388, -1.066, 0.799], [2.995, -0.248, -0.456], [9.434, -0.831, -0.485], [2.720, -3.939, -0.007], [-7.624, 6.189, 2.832], [4.308, 2.115, -0.194], [5.751, 4.461, 0.080], [5.945, 2.584, -1.745], [-7.331, -9.636, -0.357], [8.060, 5.804, -0.064], [11.329, -1.656, 0.512], [-3.595, 10.501, 4.290], [-6.652, 6.187, 3.323], [-7.182, -10.260, -2.709], [-5.179, -4.619, -4.992], [5.483, -1.593, -1.182], [3.523, -4.369, -0.716], [9.835, -1.593, 1.655], [9.394, 4.507, 0.351], [7.332, 2.772, 0.171], [10.710, -0.026, 1.164], [0.403, 1.020, 1.490], [-4.858, -6.109, -2.330], [-7.462, 7.637, 1.209], [3.360, -0.085, -1.539], [-9.106, -9.497, -0.441], [6.826, -0.190, 5.684], [7.268, -2.614, -2.278], [-2.138, 3.446, 3.893], [3.196, -3.122, 0.626], [-7.639, 8.358, 2.829], [7.670, -1.596, 0.154], [-8.973, -10.330, -8.662], [-2.631, 9.193, 3.560], [-7.930, -8.054, -9.649], [2.417, -4.291, -3.128], [6.091, 0.406, 0.297], [3.735, -1.015, -0.018], [2.415, -4.825, 0.660], [7.347, 0.974, -0.909], [4.724, 1.350, -2.307], [-5.671, -4.064, -3.372], [-1.697, 11.276, 5.610], [-9.681, -8.789, -8.116], [-0.835, 5.956, 5.084], [5.656, 5.491, 0.551], [5.754, 4.614, -1.062], [-7.663, 5.377, 2.101], [7.348, 3.913, 1.654], [-6.801, -9.296, -9.050], [1.317, -1.441, 0.375], [-0.272, 5.000, 3.690], [0.694, -0.003, -0.590], [4.790, 1.092, 5.289], [-0.300, -4.555, 0.550], [5.729, -0.519, -2.710], [3.993, -0.296, 4.507], [0.593, -4.173, -3.489], [8.175, -1.108, -2.771], [1.228, -5.588, -2.451], [7.917, 3.185, -2.306], [-8.623, -11.156, -2.164], [-1.547, 9.504, 5.719], [-1.120, -4.239, -1.052], [5.547, -1.377, 6.045], [-0.883, -2.851, 0.241], [-5.616, -6.714, -3.825], [-1.685, 3.731, 5.592]],
  "lowdin_charge": [0.682, 0.682, 0.637, 0.638, 0.621, 0.639, 0.906, 0.646, 0.632, 0.469, 0.014, -0.226, -0.224, -0.217, -0.224, -0.235, -0.192, -0.186, -0.251, -0.181, -0.207, -0.188, -0.211, -0.217, -0.234, -0.303, -0.191, -0.187, -0.183, -0.255, -0.038, -0.182, -0.191, -0.192, -0.221, -0.274, -0.188, -0.184, -0.225, -0.189, -0.187, -0.261, -0.245, 0.024, -0.169, -0.165, -0.174, -0.198, -0.241, -0.251, -0.052, -0.175, -0.168, -0.151, -0.134, -0.160, -0.170, -0.176, -0.023, -0.182, -0.191, -0.166, -0.174, -0.234, -0.159, -0.164, -0.519, -0.164, -0.165, -0.178, -0.199, -0.026, -0.102, -0.441, -0.180, -0.171, -0.045, -0.167, 0.068, 0.135, 0.077, 0.087, 0.140, 0.105, 0.135, 0.136, 0.104, 0.047, 0.068, 0.076, 0.080, 0.089, 0.114, 0.138, 0.138, 0.119, 0.132, 0.135, 0.117, 0.136, 0.023, 0.134, 0.101, 0.136, 0.108, 0.136, 0.043, 0.084, 0.101, 0.049, 0.088, 0.114, 0.139, 0.133, 0.134, 0.135, 0.108, 0.101, 0.138, 0.118, 0.133, 0.099, 0.072, 0.129, 0.139, 0.048, 0.114, 0.137, 0.030, 0.123, 0.053, -0.150, 0.137, 0.133, 0.010, 0.139, 0.039, 0.107, 0.140]
}

Record 3
{
  "formula": "C3H9NO2S",
  "method": "ωB97M-V with the def2-TZVPD basis set",
  "total_energy_ev": -19676.9704,
  "smiles": "O=CNCCS.O",
  "homo_lumo_gap_ev": 10.0483,
  "relative_energy_kj_mol": 139.2,
  "species": ["S", "O", "O", "N", "C", "C", "C", "H", "H", "H", "H", "H", "H", "H", "H", "H"],
  "coordinates": [[-2.463, -0.275, 1.261], [0.944, 1.252, -2.301], [2.867, -1.103, -1.418], [0.497, 0.260, -0.336], [0.341, 0.187, 1.089], [-0.721, -0.788, 1.611], [0.646, 1.364, -1.137], [-0.476, -1.793, 1.229], [0.514, 2.300, -0.585], [-2.765, -1.336, 0.562], [1.375, -0.025, 1.530], [2.272, -1.676, -1.908], [0.080, 1.229, 1.544], [-0.577, -0.721, 2.706], [3.118, -0.336, -1.940], [0.911, -0.612, -0.630]],
  "nbo_charge": [-0.039, -0.615, -0.960, -0.633, -0.228, -0.519, 0.543, 0.221, 0.114, 0.124, 0.200, 0.476, 0.197, 0.223, 0.493, 0.403]
}

Record 4
{
  "formula": "C2H7N2O2",
  "method": "ωB97M-V with the def2-TZVPD basis set",
  "total_energy_ev": -9250.3117,
  "smiles": "CO/N=[N+](\\C)O",
  "total_charge": 1,
  "homo_lumo_gap_ev": 10.3468,
  "relative_energy_kj_mol": 623.4,
  "species": ["O", "O", "N", "N", "C", "C", "H", "H", "H", "H", "H", "H", "H"],
  "coordinates": [[0.840, 0.394, -0.503], [-1.949, -0.360, 1.177], [-0.273, 0.408, 0.238], [-0.941, -0.611, 0.485], [1.424, 1.684, -0.531], [-0.645, -1.912, -0.055], [2.180, 1.928, 0.312], [-1.856, 0.583, 1.286], [-0.299, -1.698, -1.081], [2.016, 1.891, -1.470], [-1.474, -2.622, -0.012], [0.761, 2.574, -0.429], [0.217, -2.260, 0.583]],
  "nbo_charge": [-0.277, -0.387, 0.141, 0.292, -0.319, -0.485, 0.224, 0.508, 0.269, 0.248, 0.285, 0.228, 0.273]
}